(1)
The following is a DFT calculation (wB97M-V/def2-TZVPD) of 3 unconnected molecules or ions with the total composition C4H15NO2S at a distorted geometry.

SMILES string: CSCCCN.O.O
Calculated total energy (Eh): -764.7491

Atoms and positions in Å:
C -0.7411 -1.5089 -0.6358
H -1.3607 -2.2273 2.1059
H 0.0694 1.3890 -0.1552
H 3.0114 0.4304 -0.7540
H 0.5366 1.5250 -1.7108
H 1.0675 2.2199 2.2134
S 0.4287 -2.2986 0.6075
H 2.1821 1.3005 0.3205
H -1.0637 -2.3183 -1.3102
O 0.4288 1.7802 1.6113
C 0.0763 -0.5672 -1.5295
C -0.1992 0.9422 -1.1752
H -0.1929 -0.7219 -2.5934
H -1.8396 1.0645 -2.3943
H -1.4765 -0.9696 -0.1370
H -0.2238 1.3467 2.2064
H 1.0888 -0.6289 -1.5037
H -0.5368 -0.5077 2.0182
O 2.9234 0.8375 0.1415
H -2.2322 0.8656 -0.8629
N -1.5759 1.3762 -1.4481
C -0.4599 -1.6220 2.0637
H 0.0893 -1.7073 2.9215

***

(2)
The following is a DFT calculation (wB97M-V/def2-TZVPD) of a molecular structure, C4H8O2.

Calculated total energy (Eh): -307.5312

Atoms and positions in Å:
H 1.5006 0.4847 -1.3914
O -0.3720 2.3724 1.4050
C -0.2556 -0.1452 1.8066
C -0.4948 -0.3035 -1.0625
H -1.0677 -1.2175 -1.0285
H 0.9814 -0.7759 -2.5187
H -1.0345 0.4465 -1.6587
H -0.5483 0.7476 -0.0741
O -0.3396 -1.0925 0.9048
H 1.4373 -1.2134 -0.8581
C -0.3992 1.2535 1.0627
C 0.9444 -0.4562 -1.4696
H 0.7164 -0.0135 2.3237
H -1.0685 -0.0868 2.5588

***

Computed HOMO-LUMO gap (eV) in order:
8.80; 9.03
Computed energy relative to the best compared isomer or geometry (same formula, charge and spin) (kcal per mole) in order:
45.9; 113.7